C39H36Cl3N4O4OsS3 | wB97M-V/def2-TZVPD

The calculation puts the HOMO energy (alpha / beta) at -0.3783 / -0.3783 Ha. As for the net charge: +1. As for the spin multiplicity: 1. Its HOMO-LUMO gap (alpha / beta) is 6.21 / 6.21 eV.

XYZ file:
```
90
Properties=species:S:1:pos:R:3:forces:R:3
Os 0.57917 -0.55685 -0.08971 2.22 0.90 1.88
C 0.85212 -3.60276 0.97422 0.09 -0.20 0.20
N 1.51046 -2.28306 1.16838 -0.99 0.58 -1.16
C 1.47495 -1.92434 2.59128 0.02 -0.34 0.21
C 1.87187 -0.50188 2.79131 0.18 0.18 0.20
N 0.86705 0.38512 2.21815 -0.25 -0.26 -0.72
C 1.36069 1.77666 2.26827 0.03 0.12 0.16
C -0.47160 0.29759 2.78067 0.31 -0.03 0.42
C -0.76185 -0.07650 4.07782 0.10 0.14 0.20
C -2.08557 -0.06208 4.51933 0.04 -0.05 -0.05
C -3.10391 0.30789 3.65588 0.08 0.11 -0.10
C -2.80066 0.68439 2.34850 -0.16 -0.06 0.13
C -1.48290 0.68085 1.92266 -0.45 0.01 -0.41
S -0.98837 1.18719 0.31953 -0.42 -0.09 -0.90
C 2.85401 -2.34019 0.56343 0.11 -0.32 0.42
C 4.01196 -2.46322 1.30837 0.00 -0.09 0.18
C 5.23870 -2.59705 0.66741 0.02 0.03 -0.01
C 5.30113 -2.61985 -0.71684 -0.17 -0.06 -0.06
C 4.13666 -2.46955 -1.46308 0.21 -0.03 0.06
C 2.91806 -2.30960 -0.82123 -0.23 0.06 -0.37
S 1.43434 -2.03370 -1.73841 -0.33 0.16 -0.65
H 1.37317 -4.35748 1.56650 0.06 0.03 0.04
H 0.88386 -3.87910 -0.07326 0.00 0.04 -0.03
H -0.18296 -3.54513 1.29205 0.09 -0.02 0.06
H 2.11438 -2.58812 3.17466 0.02 -0.11 -0.04
H 0.45490 -2.08148 2.93725 -0.04 -0.08 -0.03
H 2.80462 -0.29916 2.26790 0.02 0.08 0.05
H 2.04302 -0.29377 3.85211 -0.08 0.03 0.03
H 1.54932 2.06335 3.30670 -0.02 -0.06 0.02
H 0.62452 2.45021 1.84354 -0.02 -0.02 -0.02
H 2.28355 1.84836 1.69923 0.03 -0.03 0.04
H 0.02893 -0.36145 4.76246 -0.05 0.01 0.00
H -2.31075 -0.33384 5.54258 0.01 -0.07 -0.05
H -4.13220 0.30395 3.99310 0.02 0.02 0.00
H -3.58226 0.96915 1.65399 0.03 -0.02 0.03
H 3.98769 -2.46990 2.39035 0.02 0.01 -0.04
H 6.14145 -2.68631 1.25760 -0.03 -0.02 -0.01
H 6.25135 -2.74838 -1.21821 -0.01 0.04 0.00
H 4.16622 -2.45513 -2.54551 0.02 0.04 0.04
O 2.37691 3.56656 -2.38229 0.13 -0.03 0.05
C 3.53793 3.06244 -1.92129 -0.10 -0.02 -0.05
C 4.68819 3.82935 -2.09253 0.05 0.07 -0.02
C 5.90816 3.35119 -1.66267 0.00 -0.03 -0.03
C 6.02228 2.09711 -1.05609 0.01 0.00 -0.02
C 4.88519 1.35358 -0.84077 -0.03 0.02 0.07
C 3.63441 1.83087 -1.25678 -0.03 0.00 -0.02
C 2.43489 1.06418 -0.94521 0.07 0.02 0.17
O 1.34707 1.18594 -1.57017 -0.86 -0.76 0.41
O 2.43683 0.24786 0.04820 0.54 0.19 -0.31
H 1.67707 2.90191 -2.28077 -0.05 -0.03 -0.01
H 4.59335 4.79333 -2.57495 0.02 -0.03 0.01
H 6.79336 3.95803 -1.80622 -0.01 -0.02 -0.03
H 6.99158 1.71649 -0.76396 -0.03 0.03 0.04
H 4.93360 0.38584 -0.35448 0.00 0.04 -0.01
Cl -9.71302 -2.83613 0.46457 0.03 0.02 -0.02
C -8.32233 -2.44730 -0.49109 0.01 -0.02 0.04
C -7.26439 -1.75853 0.08030 0.07 0.01 0.06
C -6.16317 -1.45031 -0.70054 -0.01 0.01 0.00
C -6.09801 -1.80973 -2.04368 0.03 0.15 0.07
C -4.89077 -1.43018 -2.87664 0.00 -0.03 -0.05
C -3.78672 -2.50008 -2.80042 0.02 0.26 0.10
N -2.91403 -2.28326 -1.65051 -0.14 -0.42 0.00
C -3.10712 -2.75604 -0.37048 -0.09 -0.01 -0.19
C -2.06401 -2.29910 0.36395 0.09 0.27 0.02
N -1.23886 -1.55597 -0.45468 0.04 -0.24 0.03
C -1.78649 -1.56639 -1.65537 -0.11 -0.01 0.12
O -4.30402 -0.21481 -2.46621 -0.09 0.09 0.02
C -4.82644 0.96237 -3.10695 0.05 -0.01 0.01
C -6.31971 1.03435 -3.12326 0.01 -0.11 -0.10
C -7.08057 1.38448 -2.04935 0.04 0.09 0.07
Cl -6.50124 1.92576 -0.52574 -0.01 -0.01 -0.02
S -8.75393 1.23177 -2.33728 -0.15 0.00 0.05
C -8.47139 0.70667 -3.93934 -0.03 -0.04 -0.06
C -7.14426 0.65276 -4.22576 0.06 0.03 0.03
C -7.17158 -2.51194 -2.57816 0.00 -0.05 0.01
Cl -7.14640 -3.03033 -4.24175 0.01 0.00 0.06
C -8.28379 -2.83496 -1.81782 -0.09 -0.06 -0.06
H -7.31110 -1.46051 1.11996 0.00 -0.01 -0.05
H -5.34048 -0.88540 -0.27822 -0.05 0.01 -0.02
H -5.19381 -1.36829 -3.92385 -0.04 -0.02 -0.03
H -3.17908 -2.45801 -3.70130 0.12 -0.01 0.04
H -4.22126 -3.49276 -2.71829 -0.01 -0.06 -0.07
H -3.95976 -3.35622 -0.10190 0.04 0.00 -0.04
H -1.86080 -2.43497 1.41240 -0.09 0.09 -0.02
H -1.40803 -1.04689 -2.52033 0.00 -0.03 0.00
H -4.43889 1.01050 -4.12773 -0.02 -0.02 -0.06
H -4.41079 1.79203 -2.53938 0.06 0.01 0.00
H -9.30556 0.46691 -4.58164 0.07 0.04 0.02
H -6.75140 0.36360 -5.19301 -0.03 -0.02 0.07
H -9.10814 -3.38164 -2.25510 0.03 0.03 0.00
```
Positions in Å, forces in eV/Å.

Here are the Löwdin charges for atoms 1 to 2, given in e: 1.2288 -0.0489



C5H12O | wB97M-V/def2-TZVPD

The calculation puts the HOMO energy at -0.3690 Ha. As for the net charge: 0. As for the spin multiplicity: 1. As for the structure (SMILES): CCC(C)(C)O. Its HOMO-LUMO gap is 10.91 eV.

XYZ file:
```
18
Properties=species:S:1:pos:R:3:forces:R:3
C -0.23313 -2.06134 0.00557 -1.57 -1.51 0.14
C -0.57344 -0.77192 -0.68722 1.57 0.14 -2.89
C 0.00007 0.39660 0.10479 -3.47 -0.28 -0.01
C -0.63801 1.73728 -0.37669 1.89 0.34 1.94
C 1.42701 0.40268 0.33582 3.79 1.18 -2.38
O -0.54558 0.13165 1.39146 -0.99 4.93 2.91
H -0.34397 -1.98616 1.13174 0.21 -0.23 -1.51
H 0.76896 -2.31568 -0.30364 0.29 -0.62 0.35
H -0.98704 -2.83229 -0.39582 1.42 0.70 0.76
H -1.67898 -0.72967 -0.82944 0.92 0.58 0.02
H 0.01040 -0.77058 -1.77515 -1.84 0.00 2.41
H -1.70038 1.68234 -0.49754 -0.59 -0.29 0.24
H -0.23244 2.11031 -1.29578 0.46 0.21 -0.50
H -0.37107 2.47057 0.47599 -0.55 -0.58 -1.46
H 1.92264 0.60136 -0.64655 -0.13 -0.08 0.28
H 1.75325 1.29811 0.89729 -0.29 -0.62 0.30
H 1.96119 -0.50929 0.65637 -0.93 0.36 0.41
H -0.53947 1.14603 1.80881 -0.20 -4.23 -1.00
```
Positions in Å, forces in eV/Å.

Here are the Löwdin charges for atoms 1 to 2, given in e: -0.1308 -0.2255